No. 1
A 7-piece molecular cluster, C58H66F8N2O18P2 overall, computed with wB97M-V/def2-TZVPD.

Structure (XYZ):
```
154
Properties=species:S:1:pos:R:3:lowdin_charge:R:1
C -0.632 5.157 0.806 -0.085
C -1.611 5.484 1.952 -0.234
C -1.359 4.673 3.223 -0.219
C -1.564 3.169 3.022 -0.202
C -3.065 2.805 2.886 -0.184
C -3.470 2.341 1.470 -0.206
C -4.666 3.100 0.912 -0.214
C -5.251 2.519 -0.380 -0.194
C -4.315 2.742 -1.589 -0.202
C -3.417 1.546 -1.866 -0.201
C -2.348 1.816 -2.935 -0.187
C -1.426 2.960 -2.541 -0.154
C -0.304 3.325 -3.515 -0.249
N 0.089 4.719 -3.171 -0.078
N 1.429 5.053 -3.458 0.011
C -0.688 3.269 -5.009 -0.252
C -1.218 4.562 -5.618 -0.080
C -2.527 5.059 -4.998 -0.175
O -2.356 6.352 -4.440 -0.104
C -3.551 6.889 -3.941 -0.092
C -3.529 6.993 -2.405 -0.367
F -2.619 6.109 -1.908 0.107
F -4.747 6.612 -1.923 0.109
C -3.142 8.398 -1.836 -0.318
F -2.480 9.078 -2.818 0.137
F -2.272 8.270 -0.792 0.126
C -4.345 9.260 -1.394 -0.354
F -3.914 10.552 -1.320 0.127
F -5.285 9.193 -2.360 0.150
C -4.926 8.914 0.004 -0.264
F -6.282 8.925 -0.079 0.101
F -4.544 7.683 0.425 0.085
O 0.526 2.945 -5.762 -0.146
C 0.531 1.628 -6.163 -0.668
O 0.390 0.771 -5.041 -0.074
P 2.120 1.295 -7.106 0.903
P 3.758 1.573 -5.701 0.227
O 4.318 0.303 -5.238 -0.319
O 3.273 2.492 -4.494 -0.153
O 4.814 2.527 -6.447 -0.173
H -0.038 4.269 0.999 0.065
H 0.034 5.996 0.622 0.071
H -1.184 4.990 -0.116 0.038
H -2.634 5.336 1.614 0.088
H -1.482 6.534 2.204 0.084
H -0.350 4.889 3.574 0.110
H -2.059 4.992 3.994 0.106
H -1.141 2.640 3.873 0.102
H -1.026 2.839 2.138 0.085
H -3.678 3.645 3.204 0.103
H -3.251 2.001 3.595 0.101
H -2.602 2.417 0.818 0.089
H -3.720 1.280 1.521 0.112
H -5.440 3.107 1.679 0.113
H -4.371 4.130 0.709 0.099
H -5.470 1.461 -0.256 0.109
H -6.170 3.073 -0.562 0.104
H -4.922 2.958 -2.468 0.114
H -3.753 3.645 -1.363 0.086
H -4.058 0.752 -2.255 0.113
H -2.939 1.168 -0.965 0.099
H -2.901 2.103 -3.836 0.105
H -1.789 0.921 -3.195 0.099
H -1.970 3.870 -2.318 0.074
H -0.935 2.664 -1.608 0.127
H 0.586 2.711 -3.388 0.134
H -0.057 4.829 -2.177 0.088
H 2.089 4.441 -2.991 0.066
H 1.573 5.062 -4.453 0.057
H -1.386 2.468 -5.232 0.129
H -1.419 4.333 -6.665 0.120
H -0.459 5.335 -5.627 0.119
H -2.871 4.375 -4.222 0.111
H -3.287 5.105 -5.780 0.127
H -3.768 7.836 -4.425 0.141
H -4.383 6.218 -4.160 0.137
H -4.600 9.643 0.743 0.152
H -0.299 1.419 -6.851 0.121
H -0.064 -0.031 -5.333 0.060
H 2.136 -0.105 -7.177 -0.070
H 3.310 3.427 -4.712 0.060
H 4.691 2.440 -7.398 0.051
O -0.887 -1.417 -4.277 0.084
C -0.910 -2.056 -3.245 -0.360
C -2.009 -3.009 -2.957 0.028
C -2.035 -3.699 -1.821 0.029
C -0.967 -3.540 -0.801 -0.372
O -0.997 -4.174 0.235 0.089
C 0.132 -2.587 -1.092 0.034
C 0.158 -1.898 -2.231 0.044
H -2.775 -3.105 -3.715 0.123
H -2.825 -4.401 -1.585 0.124
H 0.905 -2.493 -0.339 0.110
H 0.948 -1.196 -2.471 0.133
O 2.941 -8.643 2.320 0.058
C 2.948 -7.507 1.884 -0.364
C 1.750 -6.910 1.247 0.036
C 1.776 -5.670 0.768 0.038
C 3.006 -4.838 0.857 -0.365
O 3.021 -3.705 0.423 0.103
C 4.200 -5.438 1.499 0.037
C 4.169 -6.678 1.979 0.021
H 0.865 -7.534 1.190 0.123
H 0.918 -5.209 0.299 0.087
H 5.083 -4.815 1.553 0.127
H 5.019 -7.138 2.454 0.093
O 0.934 11.715 2.228 0.114
C -0.175 11.303 2.485 -0.383
C -0.711 10.076 1.840 0.035
C -1.929 9.627 2.127 0.008
C -2.805 10.330 3.094 -0.384
O -3.921 9.921 3.339 0.103
C -2.272 11.556 3.738 0.021
C -1.052 12.005 3.457 0.024
H -0.058 9.579 1.134 0.126
H -2.341 8.734 1.670 0.093
H -2.929 12.054 4.440 0.122
H -0.641 12.896 3.914 0.123
O 2.495 -13.702 4.327 0.105
C 1.865 -13.204 3.419 -0.385
C 0.997 -14.031 2.541 0.019
C 0.307 -13.488 1.542 0.018
C 0.374 -12.030 1.266 -0.382
O -0.257 -11.534 0.357 0.103
C 1.239 -11.204 2.143 0.020
C 1.929 -11.748 3.141 0.027
H 0.965 -15.091 2.762 0.121
H -0.330 -14.072 0.890 0.120
H 1.280 -10.148 1.930 0.088
H 2.568 -11.159 3.788 0.115
O 6.823 -7.813 1.048 0.095
C 7.468 -8.709 1.553 -0.370
C 6.853 -9.623 2.550 0.030
C 7.559 -10.604 3.107 0.029
C 8.984 -10.826 2.755 -0.386
O 9.626 -11.719 3.260 0.109
C 9.595 -9.910 1.757 0.022
C 8.891 -8.929 1.200 0.021
H 5.812 -9.445 2.795 0.104
H 7.134 -11.282 3.837 0.125
H 10.635 -10.089 1.516 0.122
H 9.315 -8.250 0.470 0.122
O 4.262 -8.494 4.937 0.092
C 3.375 -8.258 5.732 -0.368
C 3.672 -8.101 7.178 0.023
C 2.709 -7.845 8.058 0.022
C 1.294 -7.704 7.633 -0.386
O 0.418 -7.468 8.436 0.111
C 0.995 -7.861 6.188 0.029
C 1.956 -8.118 5.304 0.028
H 4.710 -8.208 7.467 0.122
H 2.904 -7.728 9.117 0.123
H -0.044 -7.754 5.901 0.124
H 1.756 -8.235 4.251 0.096
```

Results
strongest force on any atom	1.5	eV Å⁻¹
SMILES	CCCCCCCCCCCC[C@H](NN)[C@@H](CCOCC(F)(F)C(F)(F)C(F)(F)C(F)F)O[C@H](O)PP(=O)(O)O.O=C1C=CC(=O)C=C1.O=C1C=CC(=O)C=C1.O=C1C=CC(=O)C=C1.O=C1C=CC(=O)C=C1.O=C1C=CC(=O)C=C1.O=C1C=CC(=O)C=C1
E_LUMO	-1.9	eV



No. 2
C58H70BN11OPS2Sc as an isolated structure, computed with wB97M-V/def2-TZVPD.

Structure (XYZ):
```
145
Properties=species:S:1:pos:R:3:lowdin_charge:R:1
Sc 0.755 -0.578 1.108 1.228
C 3.486 3.411 1.790 0.005
C 2.110 2.879 1.979 -0.264
C 0.929 3.536 2.198 0.060
C -0.056 2.533 2.404 -0.231
N 0.506 1.353 2.265 -0.005
N 1.859 1.532 2.052 0.005
B 2.777 0.564 2.934 -0.515
N 3.616 -0.330 2.049 0.014
N 3.022 -1.414 1.461 0.061
C 4.030 -2.214 1.063 -0.201
C 5.253 -1.594 1.349 0.043
C 4.957 -0.415 1.989 -0.240
C 5.891 0.585 2.585 0.003
C 3.934 -3.643 0.543 -0.508
C 5.198 -4.398 0.992 -0.055
C 2.740 -4.371 1.162 -0.044
C 3.901 -3.697 -0.998 -0.020
N 1.818 -0.293 3.781 0.024
N 0.931 -1.187 3.228 0.024
C 0.392 -1.870 4.262 -0.204
C 0.906 -1.379 5.458 0.055
C 1.800 -0.383 5.117 -0.234
C 2.631 0.472 6.014 0.002
C -0.626 -2.974 4.135 -0.530
C -2.004 -2.334 3.967 -0.051
C -0.630 -3.825 5.408 -0.041
C -0.281 -3.884 2.958 -0.048
C -1.429 2.701 3.000 -0.520
C -1.167 3.013 4.490 -0.019
C -2.265 1.423 2.927 -0.044
C -2.174 3.872 2.359 -0.018
H 3.444 4.446 1.457 0.095
H 4.040 2.824 1.057 0.086
H 4.039 3.381 2.731 0.094
H 0.785 4.604 2.223 0.131
H 3.482 1.211 3.647 0.125
H 6.239 -1.977 1.156 0.121
H 6.915 0.276 2.390 0.092
H 5.760 0.663 3.664 0.087
H 5.751 1.580 2.162 0.072
H 5.381 -4.274 2.060 0.097
H 6.085 -4.073 0.448 0.088
H 5.062 -5.462 0.790 0.094
H 2.906 -4.522 2.231 0.094
H 2.627 -5.354 0.697 0.100
H 1.810 -3.822 1.048 0.031
H 4.454 -2.865 -1.439 0.097
H 2.888 -3.694 -1.390 0.042
H 4.366 -4.621 -1.346 0.095
H 0.679 -1.715 6.454 0.123
H 2.304 0.335 7.042 0.092
H 2.540 1.526 5.757 0.087
H 3.686 0.202 5.955 0.095
H -2.249 -1.711 4.830 0.104
H -2.770 -3.111 3.878 0.089
H -2.042 -1.707 3.080 0.013
H -0.984 -3.261 6.272 0.088
H 0.365 -4.212 5.633 0.099
H -1.300 -4.675 5.271 0.095
H -1.073 -4.622 2.813 0.096
H 0.651 -4.417 3.148 0.086
H -0.174 -3.337 2.022 0.006
H -0.682 2.166 4.982 0.090
H -2.118 3.205 4.990 0.096
H -0.534 3.892 4.612 0.092
H -1.667 0.539 3.155 0.062
H -2.727 1.296 1.945 0.050
H -3.067 1.477 3.665 0.099
H -1.666 4.820 2.540 0.089
H -3.175 3.948 2.787 0.099
H -2.278 3.735 1.278 0.078
O 1.942 -1.298 -1.042 -0.122
N 1.031 -2.213 -0.530 -0.113
C 0.488 -3.039 -1.333 -0.182
C 0.589 -3.194 -2.793 -0.215
C 0.765 -4.514 -3.223 -0.028
C 0.747 -4.826 -4.567 -0.042
C 0.486 -3.818 -5.491 -0.033
C 0.277 -2.517 -5.062 -0.071
C 0.357 -2.159 -3.715 -0.272
P 0.017 -0.413 -3.159 1.130
C 1.551 0.406 -3.752 -0.369
C 2.267 1.180 -2.840 -0.118
C 3.423 1.854 -3.214 -0.068
C 3.884 1.759 -4.518 -0.064
C 3.188 0.987 -5.440 -0.056
C 2.035 0.318 -5.061 -0.086
C -1.269 0.136 -4.328 -0.392
C -2.505 -0.511 -4.245 -0.110
C -3.564 -0.111 -5.042 -0.070
C -3.408 0.957 -5.920 -0.068
C -2.193 1.618 -5.992 -0.068
C -1.126 1.212 -5.197 -0.088
H 2.218 -1.543 -1.946 0.103
H -0.126 -3.767 -0.812 0.090
H 0.923 -5.295 -2.488 0.125
H 0.904 -5.845 -4.892 0.118
H 0.424 -4.052 -6.546 0.119
H 0.012 -1.763 -5.794 0.106
H 1.922 1.247 -1.819 0.058
H 3.963 2.451 -2.489 0.105
H 4.783 2.281 -4.816 0.113
H 3.545 0.905 -6.458 0.114
H 1.511 -0.276 -5.799 0.098
H -2.638 -1.334 -3.549 0.104
H -4.514 -0.624 -4.976 0.108
H -4.234 1.270 -6.545 0.111
H -2.069 2.451 -6.671 0.110
H -0.184 1.744 -5.259 0.099
S -1.942 -2.266 0.243 0.709
C -3.417 -2.525 1.017 -1.071
N -3.986 -3.706 1.158 -0.033
C -5.354 -3.767 1.678 -0.176
C -5.643 -2.401 2.316 -0.370
S -4.405 -1.250 1.639 0.986
H -3.528 -4.522 0.779 0.152
H -5.425 -4.564 2.415 0.129
H -6.049 -3.983 0.868 0.129
H -5.547 -2.420 3.398 0.082
H -6.631 -2.036 2.050 0.085
N -2.397 5.160 -2.937 0.173
C -3.451 5.822 -3.539 -0.187
C -3.529 7.030 -4.230 -0.015
C -4.778 7.392 -4.685 -0.075
C -5.912 6.585 -4.461 -0.076
C -5.823 5.395 -3.778 -0.009
C -4.563 5.009 -3.310 -0.220
N -4.195 3.884 -2.589 0.192
C -2.914 4.013 -2.396 -0.290
C -2.119 3.035 -1.643 -0.118
C -2.739 1.886 -1.164 0.020
C -1.998 0.957 -0.465 -0.183
N -0.694 1.103 -0.196 0.005
C -0.111 2.222 -0.636 -0.165
C -0.767 3.195 -1.361 0.021
H -1.440 5.462 -2.924 0.152
H -2.662 7.656 -4.399 0.112
H -4.894 8.321 -5.227 0.108
H -6.871 6.916 -4.836 0.107
H -6.690 4.774 -3.598 0.115
H -3.791 1.725 -1.357 0.125
H -2.459 0.044 -0.130 -0.004
H 0.940 2.346 -0.408 0.098
H -0.205 4.058 -1.693 0.120
```

Results
strongest force on any atom	0.8	eV Å⁻¹
total charge	+2
E_LUMO	-5.3	eV